No. 1
A 8-piece molecular cluster, C30H60Br2O14S7 overall in a non-equilibrium geometry, computed with the ωB97M-V functional and the def2-TZVPD basis.

Its total energy is -276671.434 eV. The calculation puts the gap between HOMO and LUMO at 10.2 eV. The calculation puts the relative energy (zero: lowest compared OMol25 entry of this formula, charge and spin) at 5.290 eV. The SMILES is O=S1(=O)CCCC1.O=S1(=O)CCCC1.O=S1(=O)CCCC1.O=S1(=O)CCCC1.O=S1(=O)CCCC1.O=S1(=O)CCCC1.O=S1(=O)CCCC1.BrCCBr. The value obtained for the molecular weight is 1029.07 g mol⁻¹.

Each atom is followed by the atoms it is bonded to, with distances in Å.
CARTESIAN COORDINATES (ANGSTROEM)
1 O 4.569 -7.104 -4.507  S2 1.475
2 S 3.369 -6.702 -3.750  O1 1.475, O3 1.467, C4 1.817, C7 1.836
3 O 2.422 -5.710 -4.269  S2 1.467
4 C 2.463 -8.134 -3.094  S2 1.817, C5 1.542, H8 1.090, H9 1.090
5 C 2.864 -8.376 -1.625  C4 1.542, C6 1.538, H10 1.090, H11 1.090
6 C 4.124 -7.525 -1.392  C5 1.538, C7 1.485, H12 1.090, H13 1.090
7 C 3.902 -6.217 -2.061  S2 1.836, C6 1.485, H14 1.090, H15 1.090
8 H 2.924 -8.885 -3.736  C4 1.090
9 H 1.418 -8.152 -3.404  C4 1.090
10 H 1.978 -8.124 -1.044  C5 1.090
11 H 3.084 -9.419 -1.399  C5 1.090
12 H 4.995 -7.995 -1.848  C6 1.090
13 H 4.193 -7.410 -0.311  C6 1.090
14 H 4.704 -5.481 -2.126  C7 1.090
15 H 3.077 -5.636 -1.650  C7 1.090
16 O 10.429 3.493 -5.192  S17 1.477
17 S 9.018 3.433 -4.759  O16 1.477, O18 1.475, C19 1.942, C22 1.847
18 O 7.961 3.383 -5.786  S17 1.475
19 C 8.854 2.175 -3.289  S17 1.942, C20 1.541, H23 1.090, H24 1.090
20 C 8.301 2.938 -2.070  C19 1.541, C21 1.550, H25 1.090, H26 1.090
21 C 8.851 4.382 -2.194  C20 1.550, C22 1.545, H27 1.090, H28 1.090
22 C 8.734 4.882 -3.651  S17 1.847, C21 1.545, H29 1.090, H30 1.090
23 H 9.910 1.908 -3.259  C19 1.090
24 H 8.201 1.395 -3.680  C19 1.090
25 H 7.223 2.949 -1.907  C20 1.090
26 H 8.625 2.464 -1.144  C20 1.090
27 H 9.940 4.410 -2.136  C21 1.090
28 H 8.525 5.029 -1.380  C21 1.090
29 H 9.435 5.662 -3.948  C22 1.090
30 H 7.711 5.202 -3.849  C22 1.090
31 O -2.158 5.548 5.793  S32 1.477
32 S -1.565 4.781 6.908  O31 1.477, O33 1.459, C34 1.852, C37 1.848
33 O -0.450 3.878 6.639  S32 1.459
34 C -1.541 5.691 8.521  S32 1.852, C35 1.518, H38 1.090, H39 1.090
35 C -2.572 5.198 9.519  C34 1.518, C36 1.618, H40 1.090, H41 1.090
36 C -2.904 3.675 9.085  C35 1.618, C37 1.565, H42 1.090, H43 1.090
37 C -2.877 3.632 7.521  S32 1.848, C36 1.565, H44 1.090, H45 1.090
38 H -1.615 6.751 8.278  C34 1.090
39 H -0.508 5.542 8.835  C34 1.090
40 H -2.078 5.325 10.482  C35 1.090
41 H -3.457 5.821 9.649  C35 1.090
42 H -3.885 3.230 9.257  C36 1.090
43 H -2.195 3.081 9.662  C36 1.090
44 H -3.792 4.188 7.319  C37 1.090
45 H -3.042 2.721 6.945  C37 1.090
46 O -6.656 -1.581 -7.585  S47 1.441
47 S -5.400 -1.015 -8.006  O46 1.441, O48 1.493, C49 1.781, C52 1.903
48 O -5.289 -0.025 -9.119  S47 1.493
49 C -4.458 -0.453 -6.603  S47 1.781, C50 1.552, H53 1.090, H54 1.090
50 C -3.259 -1.413 -6.380  C49 1.552, C51 1.601, H55 1.090, H56 1.090
51 C -2.823 -2.127 -7.746  C50 1.601, C52 1.500, H57 1.090, H58 1.090
52 C -4.146 -2.389 -8.405  S47 1.903, C51 1.500, H59 1.090, H60 1.090
53 H -5.209 -0.431 -5.812  C49 1.090
54 H -3.983 0.525 -6.675  C49 1.090
55 H -2.455 -0.890 -5.863  C50 1.090
56 H -3.660 -2.163 -5.698  C50 1.090
57 H -2.294 -3.030 -7.440  C51 1.090
58 H -2.162 -1.350 -8.128  C51 1.090
59 H -4.477 -3.348 -8.006  C52 1.090
60 H -4.125 -2.442 -9.493  C52 1.090
61 O -7.453 -6.187 -2.350  S62 1.468
62 S -6.972 -6.215 -0.962  O61 1.468, O63 1.476, C64 1.862, C67 1.961
63 O -5.651 -6.788 -0.641  S62 1.476
64 C -7.174 -4.572 -0.108  S62 1.862, C65 1.578, H68 1.090, H69 1.090
65 C -8.366 -4.629 0.923  C64 1.578, C66 1.610, H70 1.090, H71 1.090
66 C -8.451 -6.153 1.436  C65 1.610, C67 1.585, H72 1.090, H73 1.090
67 C -8.218 -7.152 0.227  S62 1.961, C66 1.585, H74 1.090, H75 1.090
68 H -7.480 -3.844 -0.860  C64 1.090
69 H -6.208 -4.265 0.293  C64 1.090
70 H -8.212 -3.807 1.623  C65 1.090
71 H -9.329 -4.279 0.552  C65 1.090
72 H -9.459 -6.358 1.795  C66 1.090
73 H -7.852 -6.447 2.298  C66 1.090
74 H -9.158 -7.408 -0.264  C67 1.090
75 H -7.765 -8.136 0.354  C67 1.090
76 O 0.619 7.399 -3.280  S77 1.423
77 S 1.104 8.455 -2.459  O76 1.423, O78 1.476, C79 1.829, C82 1.849
78 O 2.234 8.158 -1.556  S77 1.476
79 C 1.649 9.899 -3.440  S77 1.829, C80 1.554, H83 1.090, H84 1.090
80 C 0.495 10.939 -3.465  C79 1.554, C81 1.602, H85 1.090, H86 1.090
81 C -0.353 10.804 -2.112  C80 1.602, C82 1.605, H87 1.090, H88 1.090
82 C -0.385 9.252 -1.706  S77 1.849, C81 1.605, H89 1.090, H90 1.090
83 H 2.022 9.516 -4.390  C79 1.090
84 H 2.495 10.341 -2.914  C79 1.090
85 H 0.892 11.941 -3.626  C80 1.090
86 H -0.123 10.667 -4.320  C80 1.090
87 H -1.328 11.287 -2.177  C81 1.090
88 H 0.156 11.339 -1.310  C81 1.090
89 H -1.283 8.754 -2.073  C82 1.090
90 H -0.485 8.921 -0.673  C82 1.090
91 O 3.234 -2.998 8.220  S92 1.458
92 S 2.274 -4.085 8.370  O91 1.458, O93 1.437, C94 1.759, C97 1.856
93 O 2.412 -4.977 9.489  S92 1.437
94 C 0.676 -3.374 8.189  S92 1.759, C95 1.538, H98 1.090, H99 1.090
95 C 0.483 -3.089 6.691  C94 1.538, C96 1.633, H100 1.090, H101 1.090
96 C 1.327 -4.224 5.876  C95 1.633, C97 1.562, H102 1.090, H103 1.090
97 C 2.246 -5.080 6.804  S92 1.856, C96 1.562, H104 1.090, H105 1.090
98 H 0.523 -2.493 8.812  C94 1.090
99 H 0.001 -4.145 8.561  C94 1.090
100 H -0.580 -3.076 6.447  C95 1.090
101 H 0.884 -2.076 6.648  C95 1.090
102 H 1.812 -3.844 4.976  C96 1.090
103 H 0.580 -4.871 5.417  C96 1.090
104 H 3.251 -5.408 6.536  C97 1.090
105 H 1.748 -6.002 7.104  C97 1.090
106 Br -1.153 0.105 1.123  C107 1.926
107 C -0.388 1.472 0.002  Br106 1.926, C108 1.570, H110 1.090, H111 1.090
108 C 0.898 0.878 -0.673  C107 1.570, Br109 2.003, H112 1.090, H113 1.090
109 Br 2.275 0.101 0.557  C108 2.003
110 H -0.187 2.422 0.496  C107 1.090
111 H -1.153 1.757 -0.720  C107 1.090
112 H 1.370 1.662 -1.267  C108 1.090
113 H 0.740 0.150 -1.468  C108 1.090


No. 2
A 8-piece molecular cluster, C30H60Br2O14S7 overall in a non-equilibrium geometry, computed with the ωB97M-V functional and the def2-TZVPD basis.

As for the charge: +1. The multiplicity is 2. Its total energy is -276662.805 eV. The calculation puts the gap between HOMO and LUMO (spin up / spin down) at 7.9 / 2.3 eV. Its expectation value of S² is 0.75. The value obtained for the molecular weight is 1029.07 g mol⁻¹.

Each atom is followed by the atoms it is bonded to, with distances in Å.
CARTESIAN COORDINATES (ANGSTROEM)
1 C 1.580 -5.533 -0.697  C2 1.538, C7 1.542, H8 1.090, H9 1.090
2 C 2.840 -4.681 -0.464  C1 1.538, C3 1.485, H10 1.090, H11 1.090
3 C 2.618 -3.374 -1.132  C2 1.485, S4 1.836, H12 1.090, H13 1.090
4 S 2.085 -3.859 -2.821  C3 1.836, O5 1.475, O6 1.467, C7 1.817
5 O 3.285 -4.261 -3.579  S4 1.475
6 O 1.138 -2.867 -3.340  S4 1.467
7 C 1.179 -5.291 -2.166  C1 1.542, S4 1.817, H14 1.090, H15 1.090
8 H 0.693 -5.280 -0.115  C1 1.090
9 H 1.799 -6.576 -0.470  C1 1.090
10 H 3.711 -5.152 -0.920  C2 1.090
11 H 2.908 -4.567 0.618  C2 1.090
12 H 3.419 -2.638 -1.197  C3 1.090
13 H 1.793 -2.793 -0.721  C3 1.090
14 H 1.639 -6.042 -2.808  C7 1.090
15 H 0.134 -5.309 -2.475  C7 1.090
16 C 4.923 1.561 -0.833  C17 1.550, C22 1.541, H23 1.090, H24 1.090
17 C 5.474 3.005 -0.957  C16 1.550, C18 1.545, H25 1.090, H26 1.090
18 C 5.356 3.505 -2.414  C17 1.545, S19 1.847, H27 1.090, H28 1.090
19 S 5.641 2.055 -3.522  C18 1.847, O20 1.477, O21 1.475, C22 1.942
20 O 7.051 2.116 -3.954  S19 1.477
21 O 4.583 2.006 -4.549  S19 1.475
22 C 5.476 0.798 -2.052  C16 1.541, S19 1.942, H29 1.090, H30 1.090
23 H 3.846 1.572 -0.670  C16 1.090
24 H 5.248 1.086 0.093  C16 1.090
25 H 6.562 3.033 -0.899  C17 1.090
26 H 5.147 3.652 -0.143  C17 1.090
27 H 6.057 4.284 -2.711  C18 1.090
28 H 4.333 3.825 -2.612  C18 1.090
29 H 6.532 0.531 -2.022  C22 1.090
30 H 4.823 0.018 -2.443  C22 1.090
31 C -1.684 3.427 6.328  C32 1.618, C37 1.518, H38 1.090, H39 1.090
32 C -2.016 1.904 5.894  C31 1.618, C33 1.565, H40 1.090, H41 1.090
33 C -1.988 1.861 4.331  C32 1.565, S34 1.848, H42 1.090, H43 1.090
34 S -0.677 3.010 3.717  C33 1.848, O35 1.477, O36 1.459, C37 1.852
35 O -1.269 3.777 2.602  S34 1.477
36 O 0.438 2.107 3.448  S34 1.459
37 C -0.652 3.920 5.330  C31 1.518, S34 1.852, H44 1.090, H45 1.090
38 H -1.189 3.554 7.292  C31 1.090
39 H -2.568 4.050 6.459  C31 1.090
40 H -2.996 1.459 6.066  C32 1.090
41 H -1.307 1.310 6.471  C32 1.090
42 H -2.904 2.417 4.128  C33 1.090
43 H -2.154 0.950 3.755  C33 1.090
44 H -0.727 4.980 5.088  C37 1.090
45 H 0.380 3.771 5.645  C37 1.090
46 C -1.710 -0.846 -3.535  C47 1.601, C52 1.552, H53 1.090, H54 1.090
47 C -1.275 -1.560 -4.900  C46 1.601, C48 1.500, H55 1.090, H56 1.090
48 C -2.597 -1.821 -5.559  C47 1.500, S49 1.903, H57 1.090, H58 1.090
49 S -3.851 -0.447 -5.161  C48 1.903, O50 1.441, O51 1.493, C52 1.781
50 O -5.107 -1.013 -4.740  S49 1.441
51 O -3.741 0.543 -6.273  S49 1.493
52 C -2.909 0.114 -3.757  C46 1.552, S49 1.781, H59 1.090, H60 1.090
53 H -0.906 -0.322 -3.017  C46 1.090
54 H -2.111 -1.595 -2.852  C46 1.090
55 H -0.746 -2.463 -4.595  C47 1.090
56 H -0.613 -0.782 -5.283  C47 1.090
57 H -2.928 -2.780 -5.161  C48 1.090
58 H -2.576 -1.875 -6.648  C48 1.090
59 H -3.660 0.137 -2.967  C52 1.090
60 H -2.435 1.093 -3.830  C52 1.090
61 C -5.347 -2.417 0.813  C62 1.610, C67 1.578, H68 1.090, H69 1.090
62 C -5.431 -3.941 1.325  C61 1.610, C63 1.585, H70 1.090, H71 1.090
63 C -5.199 -4.941 0.117  C62 1.585, S64 1.961, H72 1.090, H73 1.090
64 S -3.953 -4.003 -1.073  C63 1.961, O65 1.468, O66 1.476, C67 1.862
65 O -4.433 -3.975 -2.461  S64 1.468
66 O -2.631 -4.577 -0.752  S64 1.476
67 C -4.155 -2.360 -0.219  C61 1.578, S64 1.862, H74 1.090, H75 1.090
68 H -5.193 -1.596 1.512  C61 1.090
69 H -6.310 -2.067 0.442  C61 1.090
70 H -6.439 -4.147 1.685  C62 1.090
71 H -4.833 -4.236 2.187  C62 1.090
72 H -6.138 -5.196 -0.374  C63 1.090
73 H -4.746 -5.924 0.243  C63 1.090
74 H -4.460 -1.633 -0.971  C67 1.090
75 H -3.189 -2.053 0.182  C67 1.090
76 C 0.297 7.152 -2.452  C77 1.602, C82 1.554, H83 1.090, H84 1.090
77 C -0.551 7.017 -1.099  C76 1.602, C78 1.605, H85 1.090, H86 1.090
78 C -0.582 5.465 -0.693  C77 1.605, S79 1.849, H87 1.090, H88 1.090
79 S 0.907 4.668 -1.446  C78 1.849, O80 1.423, O81 1.476, C82 1.829
80 O 0.421 3.612 -2.267  S79 1.423
81 O 2.036 4.371 -0.543  S79 1.476
82 C 1.451 6.112 -2.427  C76 1.554, S79 1.829, H89 1.090, H90 1.090
83 H 0.694 8.154 -2.613  C76 1.090
84 H -0.321 6.880 -3.307  C76 1.090
85 H -1.526 7.500 -1.164  C77 1.090
86 H -0.042 7.552 -0.297  C77 1.090
87 H -1.480 4.968 -1.060  C78 1.090
88 H -0.683 5.134 0.340  C78 1.090
89 H 1.824 5.729 -3.377  C82 1.090
90 H 2.297 6.555 -1.901  C82 1.090
91 C -0.053 -1.557 3.918  C92 1.633, C97 1.538, H98 1.090, H99 1.090
92 C 0.792 -2.692 3.103  C91 1.633, C93 1.562, H100 1.090, H101 1.090
93 C 1.711 -3.548 4.031  C92 1.562, S94 1.856, H102 1.090, H103 1.090
94 S 1.739 -2.553 5.597  C93 1.856, O95 1.458, O96 1.437, C97 1.759
95 O 2.699 -1.466 5.447  S94 1.458
96 O 1.876 -3.445 6.716  S94 1.437
97 C 0.141 -1.842 5.416  C91 1.538, S94 1.759, H104 1.090, H105 1.090
98 H -1.115 -1.544 3.674  C91 1.090
99 H 0.349 -0.544 3.875  C91 1.090
100 H 1.276 -2.312 2.203  C92 1.090
101 H 0.044 -3.338 2.644  C92 1.090
102 H 2.715 -3.876 3.763  C93 1.090
103 H 1.213 -4.470 4.331  C93 1.090
104 H -0.012 -0.961 6.039  C97 1.090
105 H -0.534 -2.613 5.788  C97 1.090
106 Br -1.268 -0.306 1.217  C107 1.926
107 C -0.504 1.061 0.096  Br106 1.926, C108 1.570, H110 1.090, H111 1.090
108 C 0.783 0.467 -0.579  C107 1.570, Br109 2.003, H112 1.090, H113 1.090
109 Br 2.160 -0.310 0.651  C108 2.003
110 H -0.303 2.011 0.590  C107 1.090
111 H -1.269 1.346 -0.626  C107 1.090
112 H 1.254 1.251 -1.173  C108 1.090
113 H 0.625 -0.261 -1.374  C108 1.090